Entry 1:
Entry from OMol25: a cluster of 19 separate species, H37O19 in total at a distorted geometry (ωB97M-V/def2-TZVPD).

LUMO ... 2.39 eV
Kohn-Sham gap ... 9.269 eV
Charge ... -1
Multiplicity ... 1

XYZ file:
```
56
Properties=species:S:1:pos:R:3:forces:R:3
O -0.4609 -2.4765 -4.2056 -0.40 1.68 -0.92
H 1.8348 -1.6724 2.6759 -0.66 0.91 1.78
H 1.7429 0.6201 4.5417 -0.39 -0.45 -0.50
O -0.1419 -0.7185 -1.5202 -0.63 -0.42 1.31
H 1.7355 -0.3500 1.4349 0.09 0.55 0.41
H 0.0603 0.8808 -1.3400 0.74 -1.07 0.92
O 1.4237 1.5195 4.5354 -1.29 1.04 -0.02
H 3.1084 -2.1831 -1.9337 -0.10 -0.44 0.00
H -0.0887 -1.0624 0.4134 -0.02 0.14 0.39
O -1.8083 0.8755 -2.6680 2.85 0.00 2.33
H -1.4849 0.0554 -2.1494 -0.35 1.28 -0.37
H -2.5065 0.6499 -3.1840 -3.24 -1.07 -2.28
O 0.4422 2.3262 1.2474 -1.20 0.29 0.88
H -0.2435 2.4474 0.5692 0.55 -0.03 -0.03
H -2.7100 -0.1870 3.6049 0.61 -2.80 -0.99
O 0.6108 4.5475 -2.4057 0.75 0.10 0.55
H -2.1345 -3.5740 -1.5905 0.24 0.07 0.18
H 0.9124 1.5602 0.9306 0.33 -0.29 -0.08
O 0.1105 -0.7688 1.3287 -0.72 -0.73 0.18
H -2.8795 -1.5535 2.7481 -1.06 0.27 -1.05
H -0.2494 -1.4390 1.9536 0.09 0.71 -0.70
O -2.3451 -1.1183 3.3883 0.93 2.45 2.57
H -2.1903 1.7115 2.3320 -0.89 0.52 -1.51
O 0.3761 -2.9988 -0.6092 -0.47 1.57 0.51
H -0.9704 -2.9932 -2.3477 1.41 2.79 -0.39
H -0.0197 -2.0705 -1.0218 1.30 -0.79 0.82
O 3.1111 -1.8985 -2.8593 -0.04 1.23 -0.14
H 2.7409 0.3909 0.6651 0.83 0.68 -1.93
H 3.0197 -0.9235 -2.8028 -0.04 -0.88 -0.12
O 0.2319 1.8373 -1.3464 -1.04 0.67 -1.88
H 1.4996 4.3552 -2.0692 0.30 0.19 -0.68
H 3.4448 3.9419 0.3906 -1.94 -1.38 0.17
O 2.5661 0.1696 1.5512 -0.39 -0.71 0.98
H 0.1986 4.1455 -1.6404 -1.01 -0.37 0.15
H 2.3490 -3.3234 -0.0565 0.31 -0.93 -1.55
O -1.5265 -3.7087 -2.3216 -2.84 -3.45 0.06
H 2.6090 -4.4387 -1.1718 -0.64 -0.21 0.01
H -0.3366 1.8804 -2.1697 0.78 1.02 0.96
O -2.2862 1.5481 1.3419 2.70 -1.79 3.02
H 0.5255 1.5334 4.1093 1.66 -0.40 0.40
H -3.4506 0.0587 1.1966 1.63 3.56 -0.42
O -3.4826 3.7895 0.0480 0.85 -0.61 4.78
H 0.2833 -3.5846 -1.3456 0.01 -0.93 -0.26
H -2.6989 3.8009 0.7418 -2.32 -0.18 -2.67
O 2.9977 -3.7014 -0.7163 0.58 1.09 1.51
H 2.6460 2.9774 1.3298 -0.35 0.12 -0.30
H -0.5375 -1.5518 -4.5750 0.57 -1.55 0.58
O 2.5906 3.3861 0.4492 2.79 1.58 -0.10
H -1.4391 0.9423 1.4333 -1.64 1.14 -1.39
H -3.1798 4.0827 -0.7653 1.35 0.84 -2.25
O 1.7059 -1.2772 3.5981 0.28 -1.57 -1.66
H 2.6226 -1.3158 3.8655 0.47 0.17 0.48
H -0.2721 -1.0348 -2.3943 0.37 -0.38 -1.40
O -3.8145 -0.7700 1.2809 -1.45 -3.82 -0.23
H 0.4663 -2.6838 -4.0684 0.44 0.39 -0.19
H -4.7079 -0.6556 1.5731 -0.72 0.17 0.06
```
Positions in Å, forces in eV/Å.


Entry 2:
Entry from OMol25: a cluster of 19 separate species, H37O19 in total at a distorted geometry (ωB97M-V/def2-TZVPD).

LUMO ... 1.96 eV
Kohn-Sham gap ... 8.965 eV
Charge ... -1
Multiplicity ... 1

XYZ file:
```
56
Properties=species:S:1:pos:R:3:forces:R:3
O 0.2916 2.2562 -1.8262 0.33 -0.27 -0.24
H -0.2468 0.9650 4.5891 0.58 -1.03 0.52
H 0.0238 -2.8699 3.3104 -0.09 0.30 -0.09
O -0.0440 -0.0172 -4.5311 -0.15 0.19 -0.54
H -3.8386 1.0400 0.4215 0.51 0.80 0.27
H -3.1168 -2.2688 2.2560 0.44 -1.04 -0.06
O 0.2257 -3.8050 3.2471 0.07 -0.35 0.08
H -3.8992 0.5573 -1.3234 -0.20 -0.38 -0.66
H -1.0727 2.2650 -1.6716 -1.29 1.42 -1.48
O 2.9426 2.3843 -2.3681 -0.63 0.31 -0.97
H 3.3381 1.9033 -1.6420 -0.55 0.09 0.45
H 1.9341 2.4309 -2.2653 1.84 -0.91 0.51
O -1.5890 0.2587 -0.6380 0.70 -0.70 0.75
H -1.1353 1.1089 -0.7383 -0.28 -0.42 0.18
H 2.9683 1.5686 1.1589 -1.42 0.20 0.16
O 2.4186 -0.4760 -3.3761 -1.64 0.40 -1.08
H 3.4651 -1.6359 0.0234 1.40 0.74 -1.36
H -1.1946 -0.1303 0.1643 -0.52 0.22 -0.33
O -2.0955 2.6897 -1.6537 0.73 0.57 0.90
H 4.3600 1.2595 0.9693 -1.33 -1.05 2.24
H -2.7846 2.3614 -2.2228 0.65 -0.21 -0.21
O 3.6193 1.0504 1.6599 2.62 0.66 -2.31
H 0.8665 -0.4691 -0.3729 -0.53 0.26 -0.84
O 1.7008 2.4660 0.2896 -1.65 -0.19 -0.17
H 3.5952 -2.9408 -0.3118 1.30 -0.06 -1.10
H 0.9162 2.6577 0.8405 0.66 0.04 0.38
O -4.4461 0.6771 -2.1254 0.55 0.51 0.41
H -3.6044 0.4944 1.9132 0.29 0.31 -0.59
H -3.9404 1.3705 -2.5815 -0.61 -0.68 -0.07
O -2.8155 -2.7658 1.4678 -0.67 2.70 -0.52
H 2.6975 -1.3600 -3.5718 1.17 -0.16 0.41
H -3.0725 -0.8794 3.8899 1.53 0.94 -0.65
O -3.9658 0.3236 1.0321 -0.82 -1.13 0.51
H 2.9780 0.1463 -2.9199 0.76 -0.31 0.21
H -0.9122 3.9645 0.3257 -0.25 -0.30 -0.19
O 4.1191 -2.1334 -0.5596 -2.56 -0.68 2.28
H -0.8251 4.0484 1.8386 0.04 0.17 0.22
H -2.8896 -1.9267 0.9058 0.24 -1.76 0.21
O 1.5633 -0.8841 -0.8835 0.65 -0.44 1.14
H 1.0747 -3.8356 2.7994 0.05 0.10 -0.01
H 2.4309 -0.5349 2.3132 -1.77 -0.37 -1.03
O -0.1796 -4.6202 -1.4346 -0.07 0.36 0.72
H 1.1087 2.3062 -0.5605 1.15 0.24 0.17
H -0.3044 -3.6880 -1.1887 0.01 -0.28 -0.34
O -1.0368 3.4407 1.1294 0.15 0.03 0.01
H -1.8054 0.1112 3.6414 -0.37 -0.81 0.32
H 0.4239 2.9961 -2.4331 -0.68 0.14 0.24
O -2.3851 -0.5587 3.2395 -1.29 -0.16 0.66
H 1.2365 -1.3102 -1.6838 -0.36 0.60 0.01
H -0.3902 -5.0578 -0.5951 0.03 -0.05 -0.33
O -0.0046 0.0538 4.8918 0.37 1.18 -0.93
H 0.7643 -0.1694 4.3138 -0.87 0.08 0.33
H 0.0935 0.7638 -3.9906 -0.28 0.16 0.64
O 1.4712 -0.8371 2.2122 1.14 0.19 0.82
H 0.8323 -0.0851 -4.9194 0.15 -0.35 0.02
H 1.2787 -1.1073 1.3005 0.74 0.16 0.35
```
Positions in Å, forces in eV/Å.


Entry 3:
Entry from OMol25: a structure of composition H39O19 at a distorted geometry (ωB97M-V/def2-TZVPD).

LUMO ... -2.72 eV
Kohn-Sham gap ... 10.568 eV
Charge ... +1
Multiplicity ... 1

XYZ file:
```
58
Properties=species:S:1:pos:R:3:forces:R:3
O 2.2325 2.2364 0.4683 0.53 -1.03 0.42
H 1.2861 3.3415 -2.5720 -1.39 -0.60 -0.41
H 2.7970 2.3320 -0.3039 -0.30 0.21 -0.33
O -1.9653 0.5375 0.1892 0.25 -0.22 -0.41
H -2.6481 -0.0500 0.5406 0.15 -0.31 0.05
H -0.9972 2.3728 0.0022 -0.57 0.74 -0.43
O 4.4510 -0.0451 -0.6426 -0.73 -0.30 -0.09
H 0.1518 -1.3195 0.2326 -0.06 -0.70 -0.21
H 0.5108 3.3492 -3.9194 -0.48 -0.87 1.54
O -2.0062 -4.2077 -1.0108 -0.16 -0.28 -0.46
H -5.1635 1.6073 -1.1753 -0.02 -0.31 0.05
H 4.1111 0.5402 -1.3346 0.28 -0.04 -0.11
O 3.0006 0.6841 -3.0546 0.54 -1.10 -1.40
H 3.5321 0.1681 -3.7206 -0.27 0.93 1.04
H 2.1286 0.3311 -3.2700 -0.32 0.31 0.33
O 1.6157 4.2275 -0.6217 0.39 1.04 -1.85
H 0.9923 -1.0889 1.8309 -0.15 1.40 -0.22
H 2.0044 5.0335 -0.2650 -0.39 -0.12 0.20
O -4.8132 0.7245 -0.9891 0.16 0.43 0.11
H 2.2744 -2.9618 -0.5351 0.26 -0.12 -0.01
H -1.1031 0.0819 0.2159 -1.05 -0.05 0.36
O 0.4716 2.9362 -3.0059 2.04 1.35 -0.85
H -0.5603 2.6322 -1.8182 -1.56 0.71 0.57
O -1.7199 0.1307 -3.8500 0.25 0.98 0.34
H -1.9049 -0.7964 -3.9687 -0.41 -0.32 -0.32
H -2.3683 0.6664 -4.3322 0.18 -0.65 0.06
O -0.7854 -1.4631 3.8731 -0.72 0.14 -0.25
H -2.5064 -4.7775 -0.4175 0.09 0.38 0.18
H -1.6342 -3.4532 -0.5486 -0.33 0.11 0.42
O 2.6363 -2.1793 -0.0837 0.24 0.04 -0.22
H 3.7600 -0.7379 -0.6834 0.39 0.73 0.06
H 3.5975 -2.2879 -0.0431 -0.21 -0.51 0.08
O -0.2430 -1.8865 -0.4741 -0.21 1.35 -0.20
H -0.7041 -1.1673 -0.9524 -0.01 -1.02 -0.40
H -1.2738 -2.2971 3.9038 0.24 0.02 0.04
O -0.3950 2.2759 1.1815 0.06 -0.09 -1.54
H 0.1385 -1.6931 3.7872 0.49 -0.47 0.36
H 0.9317 3.8933 -0.0611 -0.21 0.55 0.72
O -1.3627 2.7485 -1.1426 1.58 -1.38 0.31
H -2.0173 2.0596 -1.3983 0.27 0.24 0.29
H 0.4872 2.3047 0.7340 0.60 -0.32 1.04
O -0.3474 1.8882 4.2556 1.05 2.33 0.09
H -0.3552 1.9309 3.3092 -0.48 -0.91 -1.12
H -5.0249 0.1946 -1.7598 -0.12 -0.09 -0.12
O 1.5778 -2.7657 2.3267 -0.82 0.34 -0.27
H 0.8604 -3.5499 -1.6345 -0.56 -0.22 -0.05
H 2.5315 -2.6643 2.3087 0.25 -0.09 0.00
O 0.7910 -4.3943 -1.1699 0.91 0.30 0.43
H 2.8849 2.0159 1.1346 -0.07 -0.41 0.57
H 0.1606 -4.2253 -0.4513 0.08 -0.23 -0.65
O 0.3023 -0.3737 1.6316 1.04 -1.28 0.52
H -0.3546 -0.7528 2.2466 -0.75 0.32 0.28
H 0.0349 2.8154 4.2815 -0.55 -1.30 1.21
O -3.4097 -1.1588 2.3666 0.44 0.59 0.33
H -4.1290 -0.5217 2.2965 -0.29 -0.14 -0.04
H -2.9017 -0.8117 3.1249 -0.13 -0.27 -0.37
H -0.4576 1.3277 1.4655 0.11 0.67 -0.29
H 1.3421 -2.8153 1.3787 0.46 -0.42 0.61
```
Positions in Å, forces in eV/Å.


Entry 4:
Entry from OMol25: a structure of composition H3INP at a distorted geometry (ωB97M-V/def2-TZVPD).

LUMO ... -0.62 eV
Kohn-Sham gap ... 8.793 eV
Charge ... 0
Multiplicity ... 1

XYZ file:
```
6
Properties=species:S:1:pos:R:3:forces:R:3
N -0.4458 -0.2585 0.7416 -0.06 -5.34 -3.09
P 0.4408 0.9639 -0.1068 -0.49 0.74 -2.13
I -2.4190 -0.2851 -0.0332 0.24 0.07 0.32
H -0.1044 -1.4323 0.2372 -1.06 4.56 2.32
H 1.4946 0.5777 0.5948 2.34 -0.24 0.99
H 1.0337 0.4344 -1.4335 -0.98 0.21 1.59
```
Positions in Å, forces in eV/Å.


Entry 5:
Entry from OMol25: a cluster of 2 separate species, H3IO3Si in total at a distorted geometry (ωB97M-V/def2-TZVPD).

SMILES ... O=[Si](O)O.I
LUMO ... -0.65 eV
Kohn-Sham gap ... 8.653 eV
Charge ... 0
Multiplicity ... 1

XYZ file:
```
8
Properties=species:S:1:pos:R:3:forces:R:3
O -0.6256 -1.1049 0.1350 0.60 0.42 -0.54
O 0.5001 1.2538 -0.9344 0.30 -0.38 -0.17
O 2.0790 -0.3876 0.3381 -1.07 1.03 -1.19
Si 0.5403 -0.1888 -0.2295 -0.38 -0.75 1.48
I -3.7982 0.1550 0.7920 0.27 0.12 -0.15
H -2.2747 0.0895 0.1992 -0.47 -0.20 0.22
H 1.4424 1.4390 -0.9979 0.31 0.97 -0.36
H 2.1368 -1.2561 0.6973 0.44 -1.22 0.70
```
Positions in Å, forces in eV/Å.


Entry 6:
Entry from OMol25: a structure of composition H3InO3 at a distorted geometry (ωB97M-V/def2-TZVPD).

LUMO (alpha / beta) ... -4.40 / -7.71 eV
Kohn-Sham gap (alpha / beta) ... 10.443 / 7.673 eV
Charge ... +1
Multiplicity ... 2

XYZ file:
```
7
Properties=species:S:1:pos:R:3:forces:R:3
O 0.9571 -0.4415 1.1003 1.20 -0.11 0.22
In -0.7218 -1.0860 -0.0817 -1.77 -3.34 -0.44
O -0.3583 0.1366 1.3784 -0.22 1.33 1.85
H 0.0509 1.2597 -0.8512 -0.52 -1.29 -0.69
O -0.2832 0.4279 -1.3185 1.09 3.16 -0.81
H -0.7685 0.6991 -2.1034 -0.03 0.14 -0.41
H 1.1238 -0.9958 1.8761 0.24 0.12 0.27
```
Positions in Å, forces in eV/Å.


Entry 7:
Entry from OMol25: a cluster of 2 separate species, H3N2O2 in total at a distorted geometry (ωB97M-V/def2-TZVPD).

LUMO (alpha / beta) ... 5.01 / 5.01 eV
Kohn-Sham gap (alpha / beta) ... 7.552 / 7.553 eV
Charge ... -1
Multiplicity ... 1

XYZ file:
```
7
Properties=species:S:1:pos:R:3:forces:R:3
N 0.9068 0.9733 0.4413 0.40 1.44 -0.09
N 2.2723 -0.6542 -0.4734 -0.24 0.96 0.88
O -1.1999 -0.5482 0.5078 -2.57 -0.20 -3.07
O 1.8163 -0.0546 0.5313 0.84 -1.72 -0.78
H -0.4505 0.0098 0.7408 1.18 1.03 0.00
H 1.0635 1.3112 -0.5249 -0.32 -0.35 0.10
H -1.3996 -0.1895 -0.4493 0.71 -1.15 2.95
```
Positions in Å, forces in eV/Å.


Entry 8:
Entry from OMol25: a cluster of 2 separate species, H3N2O2P in total at a distorted geometry (ωB97M-V/def2-TZVPD).

LUMO (alpha / beta) ... -1.35 / -0.85 eV
Kohn-Sham gap (alpha / beta) ... 9.290 / 7.568 eV
Charge ... 0
Multiplicity ... 1

XYZ file:
```
8
Properties=species:S:1:pos:R:3:forces:R:3
N 0.5348 -0.6184 -0.8394 -3.17 0.48 0.13
N -2.0102 -0.0048 -0.8079 0.52 -1.13 -1.02
O -1.5701 0.8558 -1.5848 -1.09 -0.57 1.00
O -3.1686 -0.4090 -0.7060 0.75 1.24 -0.10
P -0.8356 -1.1525 0.0367 0.71 1.09 -0.43
H 0.3229 0.2411 -1.4429 1.10 -1.40 1.23
H 1.3623 -0.9253 -0.3794 1.08 0.55 -0.36
H -1.2904 0.3958 2.3483 0.11 -0.26 -0.44
```
Positions in Å, forces in eV/Å.


Entry 9:
Entry from OMol25: an isolated molecule of H3N2O2P3S at a distorted geometry (ωB97M-V/def2-TZVPD).

SMILES ... [H]/P=N/P(NP=O)OS
LUMO ... -1.70 eV
Kohn-Sham gap ... 7.356 eV
Charge ... 0
Multiplicity ... 1

XYZ file:
```
11
Properties=species:S:1:pos:R:3:forces:R:3
N -0.4614 -1.2383 -0.0538 0.02 -0.26 -0.80
N -1.4635 0.8353 -1.3296 1.02 0.26 0.53
O -0.1625 3.0202 -1.1973 0.15 0.54 -0.08
O -3.0701 -0.8624 -0.3762 0.24 -0.51 -0.45
P -1.6380 -0.8551 -1.1951 -1.02 -1.49 -0.60
P -0.0014 1.5771 -0.9995 -0.36 0.59 -0.18
P -0.0010 -0.5232 1.2307 0.47 0.44 0.90
S -3.1499 -0.3234 1.1855 0.01 0.45 0.59
H -2.2768 1.3245 -1.6899 0.22 0.18 -0.11
H 1.2752 -1.1602 1.4749 -0.20 -0.14 -0.05
H -4.4347 -0.6150 1.2652 -0.54 -0.07 0.25
```
Positions in Å, forces in eV/Å.


Entry 10:
Entry from OMol25: a cluster of 2 separate species, H3N2O3P in total at a distorted geometry (ωB97M-V/def2-TZVPD).

SMILES ... NP(=O)=O.N=O
LUMO ... -0.18 eV
Kohn-Sham gap ... 8.981 eV
Charge ... 0
Multiplicity ... 1

XYZ file:
```
9
Properties=species:S:1:pos:R:3:forces:R:3
N -0.1412 2.0422 -0.4909 0.07 0.60 0.00
N -0.4494 -1.5888 -0.4421 0.80 -0.35 -0.28
O 0.0740 -1.5160 2.1963 -0.74 -1.37 1.53
O 1.1628 0.0830 0.4599 0.37 -1.71 0.53
O -0.3763 3.1792 -0.7964 0.08 -0.26 0.06
P 0.3298 -1.0711 0.8673 0.86 3.34 -1.78
H 0.7777 1.9841 0.0395 -0.45 0.15 -0.30
H 0.0277 -1.2868 -1.2807 -0.36 0.16 -0.04
H -1.4050 -1.8257 -0.5529 -0.63 -0.55 0.27
```
Positions in Å, forces in eV/Å.


What is the formula in the fifth record?
H3IO3Si


What is the charge in the tenth record?
0